1.
{"formula": "C5H13N2", "method": "ωB97M-V/def2-TZVPD", "elements": ["C", "C", "C", "C", "C", "N", "N", "H", "H", "H", "H", "H", "H", "H", "H", "H", "H", "H", "H", "H"], "xyz": [[-0.189, 2.105, -0.116], [0.220, 0.845, -0.042], [-1.370, -0.652, 1.197], [-1.407, -0.558, -1.252], [1.839, 0.374, -0.068], [-0.559, -0.404, -0.034], [1.869, -1.077, 0.198], [-1.238, 2.493, -0.265], [0.460, 2.903, -0.023], [-2.460, -0.305, 1.271], [-1.428, -1.705, 1.285], [-0.815, -0.036, 2.052], [-2.053, -1.278, -0.999], [-1.960, 0.272, -1.681], [-0.632, -0.810, -1.970], [2.330, 0.416, -0.968], [2.518, 1.087, 0.643], [1.865, -1.180, 1.209], [2.752, -1.445, -0.152], [0.259, -1.045, -0.285]], "atomic_forces_ev_per_a": [[-2.6826, -1.3324, -0.1904], [3.1405, -0.0220, -0.2322], [0.7216, 2.3597, 2.3724], [2.7398, 2.0507, -1.4036], [-1.1636, 1.5868, 3.5334], [-1.5941, 2.5632, -1.4270], [0.4113, 0.9630, 0.7314], [0.9921, -1.0677, 0.3738], [1.7254, 1.2109, -0.0207], [1.6653, 0.0880, -1.1501], [0.3053, -1.0502, 0.7408], [-1.1875, -1.9996, -1.4932], [-2.3244, -3.1200, 0.2060], [0.1914, 0.6235, 0.8094], [-0.6758, -0.5453, -0.7480], [0.3599, 0.9927, -2.6558], [-1.9121, -1.7950, -1.2795], [0.0508, -0.5870, -0.0504], [-0.3056, -0.1703, 0.1016], [-0.4577, -0.7488, 1.7820]], "charge": 1, "lumo_ev": -2.8, "smiles": "C=C(CN)[NH+](C)C", "homo_ev": -14.356, "largest_force_ha_per_bohr": 0.079}



2.
{"formula": "C10H17NO5Sn", "method": "ωB97M-V/def2-TZVPD", "elements": ["Sn", "O", "C", "O", "C", "O", "N", "C", "C", "H", "H", "H", "H", "C", "C", "H", "H", "H", "C", "O", "C", "C", "O", "C", "H", "H", "H", "H", "H", "H", "H", "H", "H", "H"], "xyz": [[-0.177, 0.390, 1.492], [-0.472, 1.189, -1.667], [-0.392, 0.772, -2.817], [1.066, -1.153, -1.026], [0.955, -1.273, -2.228], [1.482, -2.324, -2.895], [0.286, -0.431, -3.151], [1.230, -2.180, -4.324], [0.419, -0.925, -4.527], [0.690, -3.073, -4.640], [2.208, -2.122, -4.808], [-0.568, -1.144, -4.960], [0.943, -0.201, -5.166], [-0.992, 1.534, -3.910], [-1.642, 2.670, -3.593], [-0.881, 1.170, -4.926], [-1.751, 3.016, -2.562], [-2.075, 3.296, -4.380], [2.585, 0.580, 3.147], [1.151, 0.818, 3.169], [0.482, 0.677, 4.493], [-0.535, -0.484, 4.517], [-1.152, -0.703, 3.178], [-2.614, -0.561, 3.108], [2.807, -0.453, 3.443], [3.093, 1.295, 3.809], [2.932, 0.725, 2.122], [1.271, 0.560, 5.251], [-0.035, 1.635, 4.649], [-0.026, -1.428, 4.762], [-1.344, -0.304, 5.245], [-3.114, -1.262, 3.790], [-2.906, 0.476, 3.330], [-2.922, -0.782, 2.076]], "atomic_forces_ev_per_a": [[0.1845, -0.1822, -1.3390], [0.2940, -0.8044, 0.3295], [0.5005, -0.4417, 0.8314], [-0.3348, 0.2880, -0.0391], [-0.0737, -0.3198, -0.6387], [-0.6637, 1.2909, 0.1751], [-0.1202, 0.6070, 0.8277], [0.6828, -0.9402, 0.0200], [-0.4361, 0.5249, -0.0282], [0.2173, 0.0648, -0.0070], [-0.2441, -0.1553, 0.0509], [0.3205, 0.1096, 0.1427], [-0.1900, -0.1934, 0.2547], [-0.4467, 0.6949, -0.1205], [0.1524, -0.2809, -0.7210], [-0.1555, 0.3007, 0.1069], [0.1448, -0.2529, -0.4033], [0.1335, -0.3055, 0.3344], [0.9390, -0.2244, 0.1083], [-0.7741, -0.5991, 0.5863], [-0.3950, 0.6362, -0.2037], [0.3817, -0.7119, -0.1808], [0.2827, 0.7769, 0.4383], [-0.5454, 0.2314, -0.0316], [-0.1617, 0.2891, 0.0353], [-0.3095, -0.1988, -0.2268], [-0.1314, 0.0985, 0.1049], [-0.4188, -0.0727, -0.2152], [0.2952, -0.2437, -0.0041], [-0.3132, 0.2522, -0.1218], [0.4604, 0.0554, -0.2958], [0.3874, 0.1838, -0.2059], [0.1224, -0.3373, 0.1501], [0.2145, -0.1401, 0.2859]], "charge": 2, "lumo_ev": -8.9, "homo_ev": -15.507, "largest_force_ha_per_bohr": 0.028}



3.
{"formula": "C31H33BrCl2N7O5V", "method": "ωB97M-V/def2-TZVPD", "elements": ["V", "O", "C", "C", "C", "C", "C", "C", "N", "H", "H", "H", "H", "H", "H", "H", "Cl", "C", "C", "C", "Cl", "C", "O", "C", "C", "O", "C", "H", "H", "H", "N", "C", "C", "C", "C", "N", "C", "N", "N", "C", "O", "O", "H", "H", "H", "H", "H", "H", "H", "H", "H", "H", "H", "H", "H", "H", "Br", "C", "C", "C", "C", "C", "C", "N", "C", "C", "C", "C", "C", "C", "N", "H", "H", "H", "H", "H", "H", "H", "H", "H"], "xyz": [[-0.040, 1.498, -1.057], [2.071, 1.415, -0.992], [2.775, 2.298, -0.128], [1.822, 3.179, 0.632], [2.287, 4.141, 1.520], [1.371, 4.909, 2.209], [0.015, 4.696, 1.993], [-0.363, 3.725, 1.092], [0.524, 2.983, 0.416], [2.233, 0.486, -0.658], [3.461, 2.907, -0.721], [3.366, 1.709, 0.578], [3.352, 4.275, 1.661], [1.705, 5.665, 2.907], [-0.737, 5.272, 2.513], [-1.405, 3.519, 0.884], [-6.618, 0.818, 2.872], [-5.151, 0.984, 1.960], [-5.215, 1.240, 0.594], [-4.052, 1.371, -0.128], [-4.131, 1.679, -1.828], [-2.770, 1.255, 0.464], [-1.723, 1.375, -0.284], [-2.737, 0.998, 1.856], [-1.510, 0.845, 2.646], [-0.363, 0.987, 2.294], [-3.931, 0.866, 2.577], [-6.171, 1.335, 0.097], [-1.725, 0.589, 3.707], [-3.886, 0.675, 3.642], [2.862, -1.232, -0.249], [1.944, -2.028, 0.580], [2.006, -3.504, 0.138], [1.145, -4.568, 0.821], [1.306, -4.684, 2.336], [0.503, -3.648, 2.968], [0.056, -3.655, 4.195], [0.428, -4.588, 5.084], [-0.788, -2.681, 4.579], [0.531, -1.410, 0.504], [-0.361, -1.888, 1.241], [0.381, -0.474, -0.305], [2.739, -1.528, -1.217], [3.824, -1.449, -0.012], [2.261, -1.928, 1.622], [3.056, -3.808, 0.217], [1.765, -3.527, -0.928], [1.406, -5.528, 0.374], [0.089, -4.404, 0.596], [2.358, -4.581, 2.622], [0.962, -5.669, 2.665], [0.137, -2.893, 2.307], [1.100, -5.290, 4.834], [0.051, -4.605, 6.014], [-1.169, -2.075, 3.869], [-1.242, -2.708, 5.474], [0.204, -5.594, -3.516], [0.097, -3.710, -3.338], [1.090, -2.918, -3.886], [1.026, -1.540, -3.718], [-0.027, -0.963, -3.015], [-1.020, -1.777, -2.478], [-0.962, -3.150, -2.637], [-0.113, 0.439, -2.832], [0.039, 1.193, -3.910], [0.013, 2.594, -3.750], [0.085, 3.492, -4.831], [0.025, 4.837, -4.600], [-0.112, 5.290, -3.274], [-0.166, 4.371, -2.262], [-0.101, 3.034, -2.458], [1.906, -3.368, -4.435], [1.802, -0.908, -4.134], [-1.830, -1.320, -1.924], [-1.735, -3.782, -2.222], [0.176, 0.757, -4.895], [0.180, 3.094, -5.832], [0.073, 5.541, -5.419], [-0.181, 6.343, -3.044], [-0.274, 4.699, -1.238]], "atomic_forces_ev_per_a": [[0.5032, -1.0048, -0.3527], [0.0114, -0.1600, 0.2944], [0.0225, 0.0310, -0.0710], [-0.0127, 0.0561, 0.0291], [0.0037, -0.0084, 0.0069], [-0.0095, 0.0059, -0.0010], [0.0111, 0.0075, -0.0065], [-0.0299, -0.0258, 0.0080], [0.0848, -0.0107, 0.1567], [0.0756, -0.0572, -0.2091], [-0.0117, 0.0140, -0.0044], [0.0414, 0.0301, -0.0047], [-0.0008, -0.0034, 0.0023], [-0.0001, -0.0011, 0.0008], [0.0016, 0.0011, -0.0014], [0.0052, -0.0058, 0.0055], [-0.0025, 0.0014, -0.0032], [0.0054, -0.0031, 0.0323], [0.0071, 0.0060, -0.0388], [-0.0358, -0.0150, 0.0326], [0.0013, 0.0022, -0.0154], [0.0322, -0.1013, -0.1289], [-0.5987, 0.2763, 0.2806], [-0.0137, -0.0026, 0.0041], [0.0134, 0.0566, -0.0437], [0.0270, 0.0147, -0.0333], [-0.0171, 0.0012, -0.0009], [-0.0008, -0.0001, 0.0041], [-0.0060, -0.0345, 0.0211], [0.0012, -0.0073, -0.0041], [-0.0180, 0.1100, -0.0108], [-0.0506, 0.0012, -0.0573], [-0.0246, -0.0074, 0.0263], [-0.0415, 0.0268, -0.0276], [0.0366, 0.0010, -0.0137], [-0.0596, 0.1259, -0.1226], [0.0089, 0.0329, 0.0499], [-0.0160, -0.0083, -0.0189], [-0.0094, -0.0220, -0.0160], [-0.1051, -0.0055, 0.0910], [0.0739, -0.1136, 0.1131], [0.0572, 0.4382, 0.0218], [0.0007, 0.0921, 0.0017], [-0.0009, 0.0020, 0.0303], [0.0304, -0.0117, -0.0029], [-0.0053, 0.0013, 0.0134], [-0.0232, -0.0145, -0.0722], [0.0269, -0.0147, 0.0063], [0.0071, -0.0061, 0.0124], [0.0020, -0.0237, 0.0065], [-0.0267, 0.0022, -0.0166], [-0.0076, -0.0324, -0.0489], [0.0048, 0.0010, 0.0024], [0.0052, 0.0052, 0.0026], [0.0156, 0.0219, 0.0059], [0.0077, 0.0063, 0.0036], [-0.0030, 0.0134, 0.0126], [0.0364, -0.0363, 0.0462], [0.0169, 0.0034, 0.0254], [-0.0136, 0.0156, -0.0125], [-0.0491, -0.0201, -0.0165], [0.0065, 0.0140, 0.0417], [0.0040, 0.0083, 0.0074], [0.1236, 0.1720, -0.0228], [0.0001, -0.0077, 0.0038], [-0.0224, 0.0666, 0.0205], [-0.0072, -0.0253, -0.0021], [0.0006, 0.0195, 0.0185], [-0.0053, -0.0049, -0.0243], [0.0111, -0.0142, 0.0136], [-0.0108, 0.1496, -0.0676], [0.0011, 0.0023, 0.0058], [0.0075, -0.0069, 0.0112], [0.0016, 0.0050, 0.0032], [0.0032, -0.0006, 0.0012], [-0.1003, -0.0274, -0.0027], [-0.0022, 0.0028, 0.0001], [-0.0010, -0.0009, 0.0003], [0.0012, 0.0005, -0.0024], [0.0039, 0.0004, 0.0003]], "charge": 1, "lumo_ev": [-2.0, -2.5], "spin_multiplicity": 4, "homo_ev": [-8.240, -10.043], "largest_force_ha_per_bohr": 0.023}



Computed total energy, in the same sequence as the records: -8366.901, -28187.176, -174125.651 eV.